10
Properties=species:S:1:pos:R:3 method="wB97M-V/def2-TZVPD" spin_multiplicity=2 homo_lumo_gap_ev="7.810 / 5.235" e_homo_ev="-9.2 / -9.2" largest_force_ev_per_a=3.0
C -1.450 0.946 -0.259
O -0.638 1.834 0.095
O -2.592 1.057 -0.707
C -0.942 -0.576 -0.013
O -1.582 -1.559 -0.274
Ag 1.443 1.383 0.784
O 0.077 -0.591 0.863
H 0.273 -1.505 1.116
O 2.781 -0.239 -0.395
H 2.631 -0.751 -1.211